[1]
ORCA calculation (ωB97M-V/def2-TZVPD) on a cluster of 6 separate species, C22H42O15PS in total in a non-equilibrium geometry.

The orbital gap comes out at 6.8422 eV. For the HOMO energy, the calculation gives -0.182 hartree. The maximum force is 0.161 Eh/bohr. Its net charge is -1. The spin multiplicity is 1. The value obtained for the calculated total energy is -74326.79702 eV.

Last column: Löwdin charge in e.
Atoms and positions in Å:
C 2.764 -0.929 -2.093  -0.090
O 1.579 -0.416 -2.818  -0.218
C 1.610 1.062 -2.898  -0.102
C 1.034 1.827 -1.567  -0.341
C 1.795 3.263 -1.353  -0.134
P 3.636 3.143 -0.863  0.752
O 4.031 4.576 -0.237  -0.394
O 4.002 1.966 0.366  -0.206
O 4.638 2.998 -2.312  -0.232
O 0.954 1.120 -0.278  -0.217
S -0.338 1.722 0.717  0.904
O -1.056 0.407 1.211  -0.364
O 0.027 2.453 2.031  -0.320
O -1.108 2.626 -0.527  -0.197
C -0.571 2.208 -1.839  -0.313
C -1.577 0.935 -2.212  -0.033
C -0.918 3.304 -3.018  -0.355
O -1.512 2.935 -4.186  -0.146
O -0.669 4.778 -2.897  -0.258
H 2.343 -1.528 -1.163  0.098
H 3.315 -1.706 -2.781  0.110
H 3.481 -0.047 -1.800  0.072
H 0.938 1.347 -3.836  0.164
H 2.688 1.477 -3.145  0.123
H 1.231 3.877 -0.505  0.144
H 1.762 3.819 -2.404  0.143
H 4.031 1.029 0.014  0.061
H 5.053 2.085 -2.345  0.069
H -1.179 0.327 -3.158  0.107
H -2.678 1.320 -2.433  0.111
H -1.692 0.168 -1.311  0.084
C -0.354 -3.204 0.272  -0.017
C 0.670 -3.986 -0.505  -0.471
O 1.170 -3.536 -1.535  0.041
C 1.060 -5.339 0.026  -0.026
H -0.537 -2.247 -0.228  0.084
H -1.293 -3.761 0.315  0.069
H 0.017 -3.005 1.281  0.064
H 0.184 -5.992 0.058  0.082
H 1.494 -5.236 1.024  0.078
H 1.807 -5.788 -0.637  0.081
C -5.204 -3.582 -0.623  -0.038
C -4.098 -3.551 -1.644  -0.475
O -2.931 -3.344 -1.314  0.049
C -4.474 -3.782 -3.083  -0.026
H -4.785 -3.399 0.372  0.088
H -5.935 -2.800 -0.844  0.077
H -5.684 -4.563 -0.626  0.086
H -5.173 -3.009 -3.413  0.086
H -4.922 -4.773 -3.195  0.082
H -3.575 -3.732 -3.706  0.086
C 6.323 6.200 0.967  -0.044
C 7.331 7.026 1.720  -0.497
O 8.471 7.193 1.288  0.032
C 6.893 7.639 3.023  -0.036
H 6.779 5.822 0.046  0.085
H 6.009 5.350 1.577  0.083
H 5.461 6.818 0.702  0.086
H 6.604 6.852 3.725  0.083
H 6.056 8.320 2.850  0.084
H 7.723 8.206 3.455  0.077
C 1.734 -1.702 3.137  -0.022
C 3.116 -2.245 2.888  -0.490
O 3.621 -2.217 1.766  0.045
C 3.856 -2.824 4.064  -0.031
H 1.321 -1.317 2.198  0.072
H 1.083 -2.498 3.505  0.086
H 1.782 -0.884 3.860  0.093
H 3.299 -3.670 4.473  0.083
H 3.998 -2.056 4.828  0.085
H 4.839 -3.177 3.735  0.082
C -8.409 -0.991 1.643  -0.022
C -8.679 -2.418 1.244  -0.483
O -7.761 -3.187 0.964  0.043
C -10.115 -2.867 1.201  -0.029
H -7.329 -0.809 1.630  0.089
H -8.887 -0.311 0.934  0.087
H -8.782 -0.812 2.654  0.086
H -10.669 -2.269 0.473  0.085
H -10.564 -2.770 2.193  0.084
H -10.157 -3.918 0.898  0.083



[2]
ORCA calculation (ωB97M-V/def2-TZVPD) on a cluster of 6 separate species, C22H43B2FO17 in total.

The orbital gap comes out at 9.3783 eV. For the HOMO energy, the calculation gives -0.351 hartree. The maximum force is 0.017 Eh/bohr. The spin multiplicity is 1. The value obtained for the calculated total energy is -62388.29181 eV.

Last column: Löwdin charge in e.
Atoms and positions in Å:
C -5.067 0.525 6.173  0.120
C -5.241 0.309 5.004  -0.154
C -5.357 0.146 3.557  -0.117
B -3.952 0.567 2.918  -0.039
B -3.123 -0.643 2.063  -0.497
O -2.860 -1.811 2.791  0.136
O -2.834 -0.627 0.711  0.054
C -1.534 -0.237 0.279  -0.225
C -0.362 -0.865 1.037  -0.070
C -3.493 2.063 3.201  -0.286
C -2.268 2.577 2.463  -0.040
F -4.571 2.936 2.903  -0.047
H -5.083 0.614 7.233  0.026
H -6.159 0.781 3.170  0.106
H -5.605 -0.892 3.332  0.109
H -2.020 -1.794 3.262  0.103
H -1.409 0.849 0.273  0.106
H -1.449 -0.552 -0.762  0.116
H -0.580 -1.876 1.375  0.079
H 0.004 -0.243 1.857  0.078
H 0.478 -0.957 0.344  0.078
H -3.313 2.174 4.277  0.138
H -1.989 3.570 2.812  0.083
H -1.445 1.880 2.637  0.081
H -2.460 2.615 1.390  0.085
C 5.158 -2.243 -0.660  -0.024
O 5.147 -1.090 -1.512  0.001
C 4.347 -0.110 -1.102  -0.614
O 3.663 -0.121 -0.111  0.114
O 4.432 0.890 -1.979  -0.014
C 3.619 2.025 -1.664  -0.026
H 5.843 -2.954 -1.111  0.097
H 5.511 -1.982 0.336  0.099
H 4.166 -2.684 -0.599  0.098
H 3.913 2.453 -0.708  0.099
H 2.567 1.748 -1.644  0.096
H 3.792 2.748 -2.455  0.097
C -0.246 -2.127 -5.669  -0.042
O -0.499 -2.654 -4.365  -0.001
C -1.795 -2.794 -4.075  -0.627
O -2.712 -2.517 -4.802  0.127
O -1.893 -3.290 -2.844  -0.001
C -3.237 -3.487 -2.392  -0.034
H 0.834 -2.068 -5.768  0.092
H -0.647 -2.788 -6.435  0.098
H -0.678 -1.134 -5.773  0.097
H -3.758 -4.197 -3.031  0.097
H -3.773 -2.540 -2.364  0.099
H -3.169 -3.889 -1.386  0.094
C 4.244 -6.442 3.698  -0.039
O 4.246 -5.296 2.843  0.002
C 3.449 -4.308 3.251  -0.623
O 2.765 -4.317 4.239  0.127
O 3.543 -3.310 2.373  -0.002
C 2.736 -2.171 2.682  -0.030
H 4.928 -7.157 3.249  0.093
H 4.593 -6.178 4.694  0.098
H 3.248 -6.875 3.756  0.098
H 3.028 -1.742 3.640  0.102
H 1.682 -2.445 2.697  0.087
H 2.912 -1.444 1.893  0.072
C 10.174 3.908 -3.534  -0.043
O 8.846 3.548 -3.920  0.001
C 8.552 2.260 -3.730  -0.624
O 9.295 1.430 -3.277  0.125
O 7.299 2.057 -4.128  0.009
C 6.843 0.707 -3.978  -0.036
H 10.273 4.970 -3.741  0.092
H 10.327 3.727 -2.471  0.097
H 10.907 3.352 -4.114  0.097
H 6.866 0.407 -2.936  0.082
H 7.448 0.031 -4.580  0.101
H 5.818 0.688 -4.331  0.092
C -7.143 3.700 2.093  -0.046
O -8.345 4.290 1.581  0.011
C -8.580 4.027 0.299  -0.625
O -7.891 3.358 -0.426  0.122
O -9.717 4.633 -0.051  0.002
C -10.092 4.432 -1.414  -0.043
H -7.081 3.990 3.137  0.097
H -7.189 2.616 2.018  0.085
H -6.274 4.073 1.561  0.092
H -10.250 3.374 -1.617  0.097
H -9.332 4.828 -2.084  0.097
H -11.023 4.973 -1.556  0.092



[3]
ORCA calculation (ωB97M-V/def2-TZVPD) on a structure of composition C22H43BCaCl4F6N5O20S2 in a non-equilibrium geometry.

The orbital gap comes out at 1.6294 eV. For the HOMO energy, the calculation gives -0.164 hartree. The maximum force is 0.109 Eh/bohr. Its net charge is -1. The spin multiplicity is 1. The value obtained for the calculated total energy is -179075.54956 eV.

Last column: Löwdin charge in e.
Atoms and positions in Å:
C -3.020 0.538 1.598  -0.088
C -1.797 0.621 0.573  -0.232
C -1.609 -0.765 -0.177  -0.542
Cl 0.092 -1.336 0.123  0.796
N -2.030 -0.768 -1.593  0.060
C -1.332 -0.468 -2.793  -0.147
C 0.154 0.010 -2.905  -0.113
C 0.165 1.548 -2.422  -0.232
O -0.070 2.459 -3.543  -0.350
C -2.189 -0.655 -3.974  0.047
N -3.456 -1.053 -3.426  0.139
C -3.305 -1.088 -2.048  -0.164
C -4.576 -1.473 -1.220  -0.067
C -5.585 -0.219 -1.179  -0.123
C -4.867 1.175 -1.329  -0.226
O -4.691 1.614 -2.690  -0.207
C -3.639 2.586 -2.765  -0.115
H -3.734 -0.310 1.363  0.062
H -3.641 1.487 1.584  0.080
H -2.585 0.336 2.631  0.064
H -1.962 1.514 -0.096  0.071
H -0.875 0.812 1.193  0.077
H -2.283 -1.507 0.353  0.123
H 0.893 -0.621 -2.347  0.100
H 0.404 0.052 -4.014  0.041
H 1.072 1.807 -1.810  0.128
H -0.748 1.646 -1.753  0.080
H -0.329 3.306 -3.123  0.092
H -1.939 -0.523 -5.054  0.131
H -4.278 -1.264 -3.988  0.177
H -5.150 -2.341 -1.663  0.130
H -4.324 -1.751 -0.152  0.112
H -6.090 -0.218 -0.162  0.128
H -6.380 -0.346 -1.973  0.122
H -5.524 1.944 -0.797  0.136
H -3.868 1.216 -0.813  0.080
H -3.983 3.554 -2.289  0.064
H -3.386 2.828 -3.842  0.108
H -2.696 2.268 -2.232  0.060
N -1.438 1.166 4.870  -0.634
O -1.195 1.604 6.000  -0.031
O -1.332 1.884 3.852  -0.130
O -1.789 -0.016 4.681  -0.060
F 0.976 -3.592 0.073  -0.500
O -3.822 5.624 -0.559  0.289
H -2.910 5.668 -0.939  0.178
H -4.479 6.068 -1.146  0.186
H -3.850 5.991 0.357  0.195
Ca 1.571 2.359 -5.262  1.045
C -1.379 -4.190 4.837  -0.633
F -2.403 -4.730 4.132  0.090
F -0.312 -4.994 4.605  -0.025
F -1.088 -3.026 4.233  0.104
S -1.778 -3.996 6.640  0.420
O -2.058 -5.352 7.102  -0.362
O -2.931 -3.122 6.677  -0.318
O -0.586 -3.411 7.230  -0.407
B 2.097 9.067 -6.021  -1.010
O 1.547 8.453 -7.250  0.214
C 1.818 7.161 -7.206  -0.425
O 1.508 6.355 -8.051  0.115
C 2.555 6.856 -5.954  -0.427
O 2.945 5.760 -5.613  0.027
O 2.722 7.959 -5.257  0.229
F 1.053 9.656 -5.257  0.098
F 3.069 10.040 -6.349  0.122
C 4.995 -5.087 1.558  -0.004
N 4.531 -5.256 2.988  -0.348
C 5.751 -5.378 3.862  -0.005
C 3.725 -6.516 3.108  0.005
C 3.732 -4.028 3.450  -0.083
C 2.442 -3.786 2.666  -0.233
O 2.740 -3.580 1.286  -0.157
H 5.764 -5.840 1.364  0.098
H 4.163 -5.266 0.885  0.101
H 5.414 -4.091 1.436  0.109
H 6.322 -6.250 3.543  0.101
H 5.424 -5.496 4.894  0.109
H 6.346 -4.472 3.750  0.107
H 2.873 -6.457 2.432  0.110
H 3.385 -6.617 4.141  0.082
H 4.353 -7.362 2.832  0.107
H 4.403 -3.172 3.345  0.133
H 3.509 -4.178 4.510  0.132
H 1.951 -2.889 3.057  0.130
H 1.743 -4.622 2.767  0.110
H 1.885 -3.520 0.773  -0.193
C 2.051 1.682 2.259  0.032
N 2.004 2.808 3.229  -0.447
O 1.917 2.530 4.402  0.098
O 2.060 3.936 2.763  0.024
H 1.994 0.744 2.807  0.099
H 1.201 1.789 1.590  0.070
H 2.993 1.756 1.718  0.094
C 0.992 -7.040 7.044  -1.508
Cl 0.742 -7.320 5.316  0.575
Cl 2.253 -8.121 7.677  0.477
Cl 1.411 -5.359 7.341  0.609
H 0.062 -7.259 7.561  0.019
O 0.624 8.568 -10.112  -0.174
S 1.905 8.372 -10.805  0.259
O 3.007 8.668 -9.881  -0.165
O 1.967 9.272 -11.964  -0.221
O 2.018 6.980 -11.264  -0.208